A molecular structure, C31H84CdN5O14 in a non-equilibrium geometry, computed with wB97M-V/def2-TZVPD.

```
135
Properties=species:S:1:pos:R:3:lowdin_charge:R:1
Cd 0.957 1.843 2.793 1.46
C 0.777 -0.411 0.297 -0.28
O 0.564 0.159 1.550 -0.49
H 1.805 -0.283 -0.077 0.05
H 0.556 -1.486 0.311 0.06
H 0.145 0.022 -0.491 0.06
C -4.554 -6.774 -4.675 -0.11
O -4.981 -5.497 -4.257 -0.20
C -5.456 -5.476 -2.921 -0.22
C -4.497 -5.812 -1.782 -0.21
N -3.623 -4.723 -1.323 -0.05
C -2.784 -4.195 -2.403 -0.20
C -2.164 -2.872 -1.987 -0.23
O -3.159 -1.878 -1.890 -0.19
C -2.678 -0.645 -1.338 -0.07
H -4.052 -6.640 -5.640 0.09
H -5.395 -7.408 -4.974 0.09
H -3.820 -7.230 -4.013 0.08
H -6.344 -6.119 -2.859 0.12
H -5.806 -4.455 -2.741 0.13
H -3.865 -6.687 -1.946 0.11
H -5.168 -6.067 -0.957 0.12
H -4.180 -3.952 -0.969 0.10
H -3.318 -4.045 -3.343 0.11
H -1.953 -4.882 -2.594 0.12
H -1.495 -2.555 -2.800 0.11
H -1.584 -2.994 -1.065 0.11
H -3.599 -0.103 -1.143 0.09
H -1.935 -0.190 -1.992 0.06
H -2.254 -0.892 -0.357 0.07
C 1.202 -5.035 0.941 -0.16
O 0.249 -5.184 1.924 -0.17
C -1.069 -5.151 1.381 -0.20
C -2.106 -4.960 2.479 -0.17
N -1.702 -3.765 3.251 -0.07
C -2.363 -3.695 4.566 -0.19
C -3.853 -3.560 4.466 -0.24
O -4.442 -4.846 4.439 -0.20
C -5.847 -4.870 4.443 -0.12
H 2.217 -5.025 1.358 0.09
H 1.160 -4.071 0.406 0.07
H 1.341 -5.777 0.138 0.09
H -1.219 -6.130 0.913 0.13
H -1.175 -4.391 0.602 0.10
H -2.140 -5.897 3.044 0.13
H -3.084 -4.783 2.035 0.12
H -0.700 -3.871 3.398 0.09
H -1.979 -2.808 5.074 0.12
H -2.121 -4.559 5.192 0.13
H -4.162 -2.908 3.632 0.13
H -4.310 -3.004 5.300 0.12
H -6.232 -4.249 3.619 0.09
H -6.389 -4.582 5.346 0.09
H -6.096 -5.875 4.101 0.09
C -0.351 5.197 -0.920 -0.11
O -0.443 3.888 -1.462 -0.22
C -0.433 3.873 -2.889 -0.20
C -0.433 2.410 -3.335 -0.22
N -0.681 2.365 -4.772 -0.06
C -0.707 0.981 -5.321 -0.17
C 0.513 0.164 -4.931 -0.22
O 0.251 -0.427 -3.668 -0.24
C 1.145 -1.482 -3.308 -0.08
H -1.342 5.659 -0.943 0.09
H 0.331 5.884 -1.429 0.09
H 0.007 5.109 0.106 0.07
H 0.483 4.293 -3.310 0.12
H -1.338 4.402 -3.194 0.13
H -1.211 1.866 -2.776 0.12
H 0.499 1.926 -3.045 0.09
H -1.665 2.624 -4.785 0.11
H -0.840 1.047 -6.400 0.12
H -1.608 0.552 -4.862 0.12
H 1.361 0.854 -4.825 0.12
H 0.753 -0.575 -5.698 0.13
H 2.155 -1.283 -3.674 0.08
H 0.763 -2.405 -3.742 0.09
H 1.153 -1.509 -2.221 0.07
C 3.948 0.810 2.133 -0.05
O 3.118 1.567 3.018 -0.32
C 3.761 2.657 3.692 -0.18
C 2.763 3.562 4.441 -0.16
N 1.525 3.761 3.660 -0.14
C 0.323 4.054 4.488 -0.18
C -0.959 4.028 3.635 -0.17
O -0.895 2.911 2.733 -0.33
C -2.082 2.725 1.969 -0.06
H 4.978 0.695 2.479 0.10
H 3.996 1.366 1.192 0.08
H 3.528 -0.178 1.973 0.09
H 4.408 3.197 2.994 0.13
H 4.436 2.224 4.436 0.13
H 3.243 4.471 4.801 0.14
H 2.472 2.982 5.323 0.12
H 1.574 4.665 3.192 0.13
H 0.407 5.073 4.891 0.13
H 0.271 3.474 5.412 0.13
H -1.123 4.974 3.111 0.13
H -1.853 3.910 4.254 0.13
H -2.904 2.480 2.647 0.10
H -1.945 1.837 1.351 0.09
H -2.401 3.533 1.309 0.10
C 6.126 7.876 -0.940 -0.11
O 4.901 7.226 -0.750 -0.17
C 4.969 5.842 -0.899 -0.24
C 3.627 5.228 -0.495 -0.19
N 3.548 3.771 -0.658 -0.07
C 3.345 3.339 -2.062 -0.16
C 3.309 1.820 -2.146 -0.23
O 4.426 1.325 -1.472 -0.20
C 4.732 -0.034 -1.695 -0.09
H 6.027 8.936 -0.734 0.09
H 6.595 7.703 -1.919 0.09
H 6.896 7.437 -0.282 0.09
H 5.750 5.385 -0.275 0.13
H 5.207 5.573 -1.934 0.13
H 2.838 5.747 -1.047 0.12
H 3.408 5.468 0.550 0.11
H 4.530 3.507 -0.529 0.11
H 4.109 3.764 -2.721 0.12
H 2.393 3.774 -2.378 0.11
H 3.307 1.535 -3.205 0.13
H 2.357 1.501 -1.696 0.11
H 5.750 -0.229 -1.376 0.09
H 4.652 -0.315 -2.753 0.09
H 3.978 -0.659 -1.203 0.08
O 1.372 -2.315 3.242 -0.05
H 0.994 -1.856 2.475 0.00
H 1.413 -1.636 3.922 0.03
O -1.988 -0.929 2.504 -0.11
H -1.124 -0.745 2.097 -0.03
H -1.964 -1.879 2.756 -0.01
O 1.357 2.907 0.865 -0.14
H 2.215 3.017 0.380 0.03
H 0.669 2.967 0.185 0.04
```

Values from the calculation:
HOMO: -0.3602 hartree
Energy above the lowest of the compared OMol25 structures with the same formula, charge and spin: 32.0 kcal/mol
Net charge: +1
Gap between HOMO and LUMO: 7.16 eV

A molecular structure, C31H84HgN7O8 in a non-equilibrium geometry, computed with wB97M-V/def2-TZVPD.

```
131
Properties=species:S:1:pos:R:3:lowdin_charge:R:1
Hg -0.058 3.655 1.401 1.25
C -0.958 0.044 0.049 -0.06
C 0.411 0.648 -0.209 -0.58
C 0.816 0.402 -1.644 -0.06
O 0.498 2.012 0.053 -0.40
H -1.716 0.548 -0.566 0.08
H -1.295 0.229 1.077 0.05
H -0.975 -1.038 -0.080 0.06
H 1.103 0.095 0.457 0.11
H 0.758 -0.640 -1.972 0.06
H 1.789 0.813 -1.916 0.04
H 0.119 0.905 -2.335 0.10
C 1.292 6.986 -1.336 -0.04
C 0.455 6.036 -0.487 -0.40
C -0.614 5.385 -1.333 -0.20
O -1.381 4.565 -0.481 -0.30
C -2.456 3.851 -1.098 -0.05
N 1.291 4.959 0.150 0.00
H 1.652 6.489 -2.239 0.09
H 2.095 7.444 -0.760 0.09
H 0.664 7.808 -1.693 0.09
H -0.065 6.585 0.305 0.13
H -0.122 4.787 -2.114 0.14
H -1.199 6.182 -1.806 0.14
H -2.776 3.100 -0.378 0.08
H -2.095 3.314 -1.977 0.10
H -3.286 4.522 -1.322 0.10
H 2.151 5.431 0.428 0.09
H 1.614 4.335 -0.618 0.04
C -5.820 -0.697 0.230 -0.06
C -5.292 -1.673 1.290 -0.41
C -4.062 -2.374 0.717 -0.24
O -3.652 -3.400 1.563 -0.17
C -2.420 -3.960 1.179 -0.11
N -4.946 -0.891 2.498 0.04
H -6.742 -0.194 0.516 0.08
H -5.977 -1.204 -0.724 0.08
H -5.078 0.098 0.082 0.07
H -6.053 -2.406 1.562 0.14
H -3.285 -1.587 0.674 0.11
H -4.201 -2.685 -0.323 0.13
H -1.675 -3.174 0.982 0.06
H -2.486 -4.678 0.357 0.09
H -2.004 -4.482 2.046 0.09
H -4.237 -0.209 2.224 0.03
H -4.449 -1.491 3.155 0.07
C 1.420 -4.656 0.036 -0.04
C 2.429 -3.581 0.437 -0.43
C 3.296 -3.104 -0.713 -0.26
O 3.879 -4.168 -1.390 -0.17
C 5.203 -3.883 -1.854 -0.07
N 1.727 -2.459 1.102 0.06
H 0.951 -5.086 0.917 0.08
H 1.955 -5.474 -0.446 0.08
H 0.724 -4.201 -0.675 0.08
H 3.126 -4.013 1.171 0.14
H 3.982 -2.351 -0.294 0.12
H 2.653 -2.531 -1.417 0.12
H 5.875 -3.712 -1.010 0.09
H 5.186 -2.971 -2.466 0.08
H 5.500 -4.724 -2.468 0.09
H 1.079 -2.112 0.395 0.05
H 2.419 -1.746 1.316 0.07
C -0.509 -2.088 -6.857 -0.05
C -0.554 -2.111 -5.337 -0.44
C -0.967 -3.434 -4.760 -0.25
O -2.146 -3.849 -5.373 -0.19
C -2.797 -4.927 -4.727 -0.09
N 0.758 -1.731 -4.797 0.05
H 0.030 -2.977 -7.203 0.09
H -0.080 -1.167 -7.240 0.08
H -1.522 -2.201 -7.241 0.08
H -1.329 -1.360 -5.088 0.14
H -1.081 -3.336 -3.660 0.12
H -0.177 -4.195 -4.867 0.13
H -3.562 -5.295 -5.403 0.09
H -3.293 -4.577 -3.817 0.08
H -2.079 -5.713 -4.472 0.09
H 0.808 -1.536 -3.813 0.03
H 1.181 -0.992 -5.337 0.05
C -2.777 1.179 3.978 -0.03
C -2.176 2.184 3.009 -0.40
C -2.798 3.546 3.172 -0.19
O -2.308 4.397 2.133 -0.30
C -2.971 5.662 2.133 -0.06
N -0.680 2.281 3.128 0.00
H -2.254 1.211 4.934 0.10
H -2.703 0.166 3.581 0.05
H -3.836 1.373 4.152 0.09
H -2.310 1.927 1.956 0.11
H -2.600 4.019 4.142 0.14
H -3.878 3.404 3.052 0.14
H -3.952 5.558 1.662 0.10
H -2.351 6.363 1.587 0.08
H -3.130 5.984 3.164 0.10
H -0.278 1.360 3.382 0.05
H -0.406 2.827 3.951 0.10
C 4.028 2.788 -0.093 -0.05
C 3.695 2.690 -1.575 -0.40
C 4.140 1.370 -2.202 -0.24
O 3.606 1.243 -3.475 -0.18
C 3.569 -0.078 -3.923 -0.10
N 2.284 3.023 -1.859 0.02
H 3.873 3.823 0.213 0.06
H 5.044 2.447 0.095 0.08
H 3.341 2.172 0.496 0.08
H 4.254 3.469 -2.113 0.14
H 3.856 0.514 -1.558 0.12
H 5.240 1.319 -2.244 0.14
H 3.055 -0.141 -4.878 0.08
H 3.010 -0.730 -3.227 0.07
H 4.568 -0.526 -4.006 0.10
H 1.644 2.534 -1.201 0.01
H 2.040 2.514 -2.712 0.07
C -0.674 -2.222 3.628 -0.06
C 0.280 -1.537 4.601 -0.41
C 1.407 -2.459 5.024 -0.21
O 2.213 -1.713 5.930 -0.21
C 3.230 -2.499 6.521 -0.10
N 0.814 -0.309 3.984 0.05
H -1.222 -1.452 3.075 0.05
H -1.391 -2.860 4.141 0.09
H -0.111 -2.770 2.871 0.05
H -0.207 -1.342 5.560 0.14
H 2.027 -2.882 4.221 0.13
H 0.996 -3.312 5.590 0.14
H 3.908 -2.918 5.771 0.09
H 2.810 -3.271 7.177 0.09
H 3.820 -1.853 7.173 0.09
H 1.207 -0.541 3.072 0.07
H 1.632 -0.118 4.571 0.08
```

Values from the calculation:
HOMO: -0.3939 hartree
Energy above the lowest of the compared OMol25 structures with the same formula, charge and spin: 0.0 kcal/mol
Net charge: +1
Gap between HOMO and LUMO: 7.89 eV

9 unconnected molecules or ions with the total composition C31H84N4O9 in a non-equilibrium geometry, computed with wB97M-V/def2-TZVPD.

```
128
Properties=species:S:1:pos:R:3:mulliken_spin:R:1
C -36.113 -35.266 -26.001 0.01
C -35.119 -34.090 -25.762 -0.01
C -34.967 -33.662 -24.255 0.05
O -34.093 -32.568 -24.254 -0.04
C -34.088 -31.821 -23.123 0.01
N -33.771 -34.443 -26.186 0.01
H -37.100 -35.002 -25.621 0.00
H -35.766 -36.199 -25.558 -0.01
H -36.166 -35.345 -27.087 0.00
H -35.435 -33.206 -26.316 0.01
H -34.715 -34.513 -23.622 0.01
H -35.934 -33.307 -23.898 0.00
H -34.809 -31.005 -23.181 0.00
H -33.160 -31.333 -22.822 0.00
H -34.328 -32.398 -22.230 0.02
H -33.710 -34.438 -27.194 -0.01
H -33.281 -33.678 -25.745 0.01
C -36.301 -28.922 -17.355 0.01
C -35.783 -30.187 -16.600 -0.02
C -34.518 -30.818 -17.255 0.04
O -34.798 -31.536 -18.402 -0.04
C -33.687 -32.276 -18.998 -0.04
N -35.728 -29.788 -15.242 0.00
H -37.186 -28.471 -16.905 0.00
H -36.541 -29.230 -18.373 0.00
H -35.534 -28.150 -17.416 0.00
H -36.607 -30.885 -16.748 0.00
H -34.035 -31.322 -16.417 0.01
H -33.845 -30.059 -17.653 0.02
H -33.762 -32.435 -20.074 0.03
H -33.561 -33.269 -18.568 0.01
H -32.758 -31.754 -18.767 0.00
H -36.607 -29.567 -14.798 0.00
H -35.117 -29.027 -14.980 0.00
C -30.795 -30.385 -20.383 0.18
C -29.417 -30.622 -20.992 -0.33
C -28.596 -31.899 -20.619 -0.36
O -27.192 -31.763 -20.773 -0.38
C -26.594 -33.067 -20.782 1.02
N -29.503 -30.650 -22.443 -0.24
H -31.544 -31.122 -20.672 0.01
H -30.986 -29.316 -20.472 0.05
H -30.604 -30.483 -19.314 0.01
H -28.804 -29.754 -20.751 0.02
H -29.020 -32.765 -21.128 0.30
H -28.609 -32.055 -19.540 -0.12
H -26.890 -33.709 -21.612 0.10
H -26.809 -33.666 -19.897 -0.01
H -25.508 -32.966 -20.793 -0.43
H -29.979 -31.507 -22.687 0.04
H -28.622 -30.711 -22.933 0.05
C -26.666 -42.365 -21.210 0.04
C -27.322 -40.927 -21.127 -0.10
C -26.414 -39.796 -21.792 0.21
O -27.090 -38.476 -21.582 -0.94
C -26.505 -37.367 -22.164 1.40
N -28.704 -41.007 -21.564 0.05
H -26.704 -42.703 -22.246 -0.01
H -27.209 -43.134 -20.661 0.01
H -25.620 -42.478 -20.925 -0.01
H -27.353 -40.695 -20.063 0.00
H -26.445 -39.940 -22.872 -0.01
H -25.438 -39.958 -21.335 0.05
H -26.376 -37.653 -23.208 -0.28
H -25.502 -37.184 -21.780 -0.21
H -27.110 -36.484 -21.955 0.17
H -28.773 -41.275 -22.535 -0.05
H -29.037 -40.057 -21.650 0.01
C -29.928 -35.273 -25.278 0.31
C -29.209 -34.041 -24.707 0.05
C -29.010 -32.988 -25.761 0.27
O -30.003 -33.647 -23.640 -0.26
H -29.878 -36.174 -24.667 0.06
H -29.444 -35.624 -26.190 -0.18
H -30.965 -35.076 -25.550 0.12
H -28.230 -34.247 -24.273 -0.01
H -28.533 -32.049 -25.479 0.01
H -29.974 -32.735 -26.203 0.01
H -28.358 -33.322 -26.569 -0.14
H -30.912 -33.773 -23.920 0.08
C -26.255 -30.414 -17.871 0.14
C -25.933 -29.524 -16.669 -0.13
C -27.076 -28.567 -16.207 0.11
O -25.664 -30.212 -15.457 -0.12
H -26.320 -29.791 -18.763 0.08
H -27.215 -30.920 -17.771 0.05
H -25.476 -31.160 -18.028 0.09
H -25.099 -28.965 -17.094 -0.01
H -26.708 -27.643 -15.761 0.00
H -27.905 -28.984 -15.635 0.01
H -27.556 -28.225 -17.124 -0.06
H -24.851 -30.699 -15.609 0.05
C -23.478 -31.683 -24.777 0.41
C -24.558 -30.644 -24.817 0.13
C -25.909 -31.053 -24.121 0.02
O -24.116 -29.505 -24.147 -0.12
H -23.479 -32.516 -25.480 -0.20
H -23.623 -32.254 -23.860 0.00
H -22.460 -31.295 -24.731 -0.02
H -24.631 -30.303 -25.850 -0.02
H -25.825 -31.112 -23.036 -0.05
H -26.142 -32.074 -24.422 0.03
H -26.778 -30.402 -24.225 -0.08
H -23.694 -29.744 -23.319 0.02
C -29.855 -27.173 -22.725 0.13
C -31.168 -27.239 -23.548 -0.02
C -31.000 -26.480 -24.928 0.02
O -31.485 -28.621 -23.753 -0.01
H -28.977 -27.619 -23.193 0.03
H -30.005 -27.479 -21.690 -0.04
H -29.671 -26.111 -22.566 -0.01
H -32.048 -26.949 -22.973 -0.02
H -30.291 -26.963 -25.601 -0.01
H -30.525 -25.504 -24.827 0.00
H -31.939 -26.188 -25.398 0.00
H -30.811 -29.094 -23.259 0.03
C -31.011 -37.213 -21.447 0.10
C -30.133 -36.499 -20.494 -0.64
C -30.752 -36.253 -19.179 0.20
O -29.108 -37.443 -20.242 0.07
H -31.803 -36.524 -21.742 0.00
H -31.388 -38.139 -21.012 0.02
H -30.515 -37.415 -22.397 0.08
H -29.985 -35.575 -21.053 0.17
H -30.296 -35.334 -18.812 -0.01
H -30.750 -37.048 -18.433 -0.02
H -31.764 -35.881 -19.341 0.02
H -28.679 -37.683 -21.066 0.01
```

Values from the calculation:
2S+1: 2
HOMO (alpha / beta): 0.0248 / -0.2566 hartree
Net charge: -1
Gap between HOMO and LUMO (alpha / beta): 1.59 / 9.18 eV

| no. | DFT total energy (eV) |
| --- | --- |
| 1 | -74176.36773 |
| 2 | -64485.57568 |
| 3 | -57890.13742 |